[1]
ORCA calculation (ωB97M-V with the def2-TZVPD basis set) on a cluster of 3 separate species, C18H36F4N4O4S2 in total.

Results
Energy   -2423.18266 a.u.

The geometry in ORCA input format:
```
! RIJCOSX wB97M-V def2-TZVPD def2/J DEFGRID3
* xyz 0 1
O 4.490 -5.622 1.989
S 3.772 -4.430 1.619
O 3.112 -4.688 0.162
C 1.777 -5.221 0.249
C 0.761 -4.148 0.640
S -0.777 -4.403 -0.304
C -1.562 -2.921 0.141
N -1.859 -1.918 -0.606
N -2.509 -0.997 0.206
C -2.538 -1.522 1.372
O -1.984 -2.741 1.424
O 4.855 -3.325 1.040
C 6.015 -3.677 0.349
F 5.767 -4.592 -0.606
F 6.925 -4.202 1.194
C 6.543 -2.349 -0.268
F 7.892 -2.292 -0.143
F 6.232 -2.326 -1.589
H 1.763 -6.070 0.938
H 1.582 -5.602 -0.753
H 1.156 -3.164 0.380
H 0.532 -4.173 1.707
H -2.955 -1.089 2.267
H 6.084 -1.492 0.229
C -6.454 1.849 -4.632
C -6.123 1.147 -3.324
N -5.517 2.027 -2.342
C -4.923 1.321 -1.220
C -5.856 0.548 -0.280
C -6.272 3.225 -2.018
C -7.706 3.053 -1.497
H -5.572 2.350 -5.032
H -6.798 1.118 -5.365
H -7.245 2.590 -4.514
H -5.398 0.353 -3.523
H -7.032 0.644 -2.954
H -4.346 2.043 -0.635
H -4.190 0.620 -1.628
H -6.421 1.209 0.376
H -5.261 -0.114 0.351
H -6.565 -0.073 -0.830
H -6.306 3.853 -2.912
H -5.684 3.787 -1.288
H -8.264 2.328 -2.091
H -8.237 4.004 -1.559
H -7.735 2.727 -0.458
C 3.225 -0.478 1.331
C 3.166 0.965 0.855
N 3.034 1.915 1.945
C 2.676 3.253 1.506
C 3.682 4.024 0.643
C 4.053 1.831 2.979
C 5.520 1.974 2.552
H 2.362 -0.712 1.958
H 3.223 -1.151 0.472
H 4.129 -0.687 1.905
H 2.289 1.091 0.215
H 4.041 1.160 0.213
H 2.444 3.841 2.398
H 1.738 3.164 0.949
H 4.534 4.379 1.222
H 3.196 4.898 0.208
H 4.059 3.416 -0.180
H 3.935 0.873 3.490
H 3.814 2.592 3.726
H 5.742 1.377 1.665
H 6.173 1.623 3.354
H 5.793 3.005 2.335
*
```

---

[2]
ORCA calculation (ωB97M-V with the def2-TZVPD basis set) on a cluster of 13 separate species, C16H54F3O15S in total.

Results
Energy   -2468.49820 a.u.

The geometry in ORCA input format:
```
! RIJCOSX wB97M-V def2-TZVPD def2/J DEFGRID3
* xyz -1 1
C -23.633 1.063 -17.404
F -22.785 2.079 -17.153
F -24.870 1.446 -17.169
F -23.478 0.707 -18.708
S -23.231 -0.339 -16.335
O -21.793 -0.521 -16.411
O -23.689 0.067 -15.028
O -23.953 -1.465 -16.870
O -20.385 -2.529 -15.063
H -20.817 -1.919 -15.706
H -19.585 -2.066 -14.796
O -22.864 -2.308 -19.405
H -22.037 -1.885 -19.668
H -23.271 -1.685 -18.765
O -24.808 1.731 -21.011
H -24.120 1.069 -20.880
H -24.472 2.532 -20.583
O -18.706 3.376 -16.993
H -18.462 4.110 -16.417
H -19.616 3.163 -16.743
O -23.700 -1.491 -12.737
H -23.781 -1.204 -13.680
H -22.834 -1.157 -12.469
O -23.914 -4.558 -17.937
H -24.877 -4.495 -17.932
H -23.615 -3.817 -18.506
O -26.199 -3.051 -16.288
H -26.106 -3.585 -15.491
H -25.322 -2.609 -16.389
C -18.409 0.743 -21.963
C -17.606 0.832 -20.690
C -18.438 1.058 -19.453
O -16.893 -0.469 -20.600
H -19.063 -0.124 -22.079
H -17.760 0.735 -22.841
H -19.045 1.635 -22.016
H -16.811 1.559 -20.899
H -18.991 1.987 -19.678
H -17.872 1.215 -18.540
H -19.187 0.284 -19.313
H -16.323 -0.440 -19.823
C -26.757 -0.362 -18.750
C -27.732 -1.072 -19.642
C -27.804 -0.503 -21.057
O -27.358 -2.441 -19.716
H -25.755 -0.471 -19.163
H -26.751 -0.829 -17.758
H -26.974 0.695 -18.567
H -28.735 -0.992 -19.188
H -28.128 -1.249 -21.777
H -26.853 -0.072 -21.383
H -28.506 0.339 -21.052
H -27.561 -2.888 -18.888
C -19.742 1.875 -14.043
C -21.050 2.197 -13.298
C -21.913 3.222 -14.028
O -21.805 1.013 -13.068
H -19.236 1.079 -13.501
H -19.145 2.779 -14.189
H -19.953 1.484 -15.046
H -20.782 2.617 -12.324
H -21.366 3.861 -14.730
H -22.412 3.873 -13.305
H -22.706 2.712 -14.577
H -22.379 0.800 -13.835
C -25.577 6.787 -19.467
C -24.688 5.638 -19.020
C -25.316 4.476 -18.353
O -23.937 5.096 -20.178
H -25.946 7.344 -18.604
H -26.428 6.396 -20.031
H -25.007 7.443 -20.118
H -23.885 6.022 -18.369
H -26.248 4.162 -18.852
H -25.697 4.642 -17.340
H -24.617 3.654 -18.398
H -23.075 5.517 -20.186
C -27.994 1.139 -14.921
C -27.613 2.086 -13.835
C -27.528 3.536 -14.276
O -28.572 1.945 -12.789
H -29.017 1.245 -15.291
H -27.866 0.123 -14.544
H -27.346 1.213 -15.804
H -26.632 1.757 -13.480
H -26.664 3.692 -14.920
H -27.444 4.155 -13.375
H -28.435 3.872 -14.791
H -29.035 2.782 -12.709
*
```

---

[3]
ORCA calculation (ωB97M-V with the def2-TZVPD basis set) on a structure of composition C5H20Br2N10O5Y.

Results
Energy   -6312.86962 a.u.

The geometry in ORCA input format:
```
! RIJCOSX wB97M-V def2-TZVPD def2/J DEFGRID3
* xyz 0 2
Y 0.109 -0.856 0.027
Br -1.024 -1.748 -2.401
Br -1.407 -2.804 1.664
C 2.305 -3.567 -0.774
O 1.634 -2.744 -0.257
N 3.428 -4.024 -0.174
N 2.151 -4.131 -1.966
H 4.142 -4.596 -0.603
H 3.586 -3.787 0.795
H 1.325 -3.797 -2.441
H 2.906 -4.646 -2.395
C -0.917 0.662 3.320
O -0.727 0.358 2.173
N 0.022 1.220 4.049
N -2.014 0.566 4.002
H -0.253 1.031 5.002
H 0.923 1.287 3.597
H -1.897 0.761 4.986
H -2.814 0.035 3.690
C -0.297 2.606 -0.476
O -0.006 1.472 -0.298
N -0.449 3.435 0.461
N -0.623 3.204 -1.588
H -0.544 2.980 1.358
H -0.893 4.324 0.286
H -0.895 4.174 -1.523
H -0.633 2.506 -2.318
C -3.452 0.312 0.295
O -2.360 -0.104 0.028
N -4.074 0.333 1.473
N -4.252 0.829 -0.556
H -3.811 -0.285 2.227
H -5.019 0.655 1.321
H -5.133 1.294 -0.385
H -3.795 0.793 -1.455
C 2.689 0.131 -2.298
O 1.753 -0.264 -1.633
N 3.927 -0.052 -2.060
N 2.557 0.676 -3.502
H 4.589 0.422 -2.657
H 4.279 -0.497 -1.224
H 1.605 0.955 -3.690
H 3.362 0.878 -4.078
*
```

---

[4]
ORCA calculation (ωB97M-V with the def2-TZVPD basis set) on the ion C4H10NOS with charge +1.

Results
SMILES string   C[C@@]1(O)[NH2+]CCS1
Energy above the lowest of the compared OMol25 structures with the same formula, charge and spin   207.20 kJ/mol

The geometry in ORCA input format:
```
! RIJCOSX wB97M-V def2-TZVPD def2/J DEFGRID3
* xyz 1 1
C 1.793 -0.751 -0.812
C 0.789 -0.457 0.228
O 1.153 -0.416 1.522
N 0.188 1.002 -0.071
C -1.209 1.057 0.367
C -1.946 -0.216 -0.131
S -0.725 -1.523 0.026
H 2.127 -1.684 -0.483
H 2.583 -0.074 -1.015
H 1.538 -1.041 -1.921
H 0.881 -1.288 1.970
H 0.290 1.219 -1.007
H 0.955 1.588 0.460
H -1.759 2.011 0.110
H -1.359 1.093 1.433
H -2.883 -0.440 0.363
H -2.417 -0.077 -1.040
*
```